No. 1
# C3H6O3

An isolated molecule of C3H6O3 in a non-equilibrium geometry (ωB97M-V with the def2-TZVPD basis set, the OMol25 dataset).

```
! wB97M-V def2-TZVPD RIJCOSX def2/J DEFGRID3
* xyz 0 1
C -1.7979 -1.0199 0.1154
C 0.3562 -0.3265 -0.3104
C 1.4516 0.6266 0.1640
H -2.3722 -0.8728 -0.8274
H -2.7544 -0.7994 0.7903
H -1.3852 -1.9445 0.3629
H 1.7332 1.0423 -0.9832
H 2.3164 0.1526 0.5945
H -0.3006 1.4576 0.8296
O -0.8666 0.1005 0.2167
O 0.4378 -1.2657 -1.1582
O 0.7667 1.8256 0.8688
*
```

- Kohn-Sham gap: 11.03 eV
- HOMO energy: -10.4 eV
- Relative energy (zero: lowest compared OMol25 entry of this formula, charge and spin): 301.0 kJ/mol
- Max |F|: 0.1174 Eh/bohr

natural (NBO) population analysis, charges in e, atoms 1 to 6: -0.26, 0.76, -0.19, 0.21, 0.20, 0.21

No. 2
# C3H6O3

A cluster of 2 separate species, C3H6O3 in total in a non-equilibrium geometry (ωB97M-V with the def2-TZVPD basis set, the OMol25 dataset).

```
! wB97M-V def2-TZVPD RIJCOSX def2/J DEFGRID3
* xyz 1 2
O 0.4953 -0.9600 -0.3492
C 1.6394 -0.5293 0.1086
C 1.9402 0.9151 0.1980
H 2.4008 -1.3574 0.2454
H 1.4826 1.2756 -0.6586
H 2.9721 1.0406 0.5344
H 1.2958 1.5503 0.9431
O -3.0524 1.0821 0.1213
C -2.8270 -0.1608 -0.0450
O -2.2110 -0.8045 -1.0299
H -2.8420 -0.9110 0.7154
H -1.2938 -1.1406 -0.7836
*
```

- Kohn-Sham gap (alpha / beta): 7.96 / 3.91 eV
- HOMO energy (alpha / beta): -14.5 / -14.5 eV
- Relative energy (zero: lowest compared OMol25 entry of this formula, charge and spin): 230.3 kJ/mol
- Max |F|: 0.1048 Eh/bohr

natural (NBO) population analysis, charges in e, atoms 1 to 6: -0.68, 0.48, -0.75, 0.18, 0.27, 0.27

No. 3
# C3H6O3P

A cluster of 2 separate species, C3H6O3P in total in a non-equilibrium geometry (ωB97M-V with the def2-TZVPD basis set, the OMol25 dataset).

```
! wB97M-V def2-TZVPD RIJCOSX def2/J DEFGRID3
* xyz -1 1
C 0.8459 -0.0766 -1.2488
C -1.5713 -0.9768 -0.6188
C -0.2541 -0.3345 -0.1388
O 2.5373 1.6098 1.9832
O 0.6715 -0.3487 -2.3927
O 0.1180 2.0122 1.7701
P 1.1738 1.2408 2.5057
H 1.8632 0.2586 -0.7669
H -1.2696 -1.8754 -1.2309
H -2.1414 -1.1240 0.3587
H -1.9896 -0.1972 -1.2186
H 0.4063 -0.9255 0.6756
H -0.3901 0.7373 0.3222
*
```

- Kohn-Sham gap: 8.02 eV
- HOMO energy: -4.3 eV
- Relative energy (zero: lowest compared OMol25 entry of this formula, charge and spin): 125.0 kJ/mol
- Max |F|: 0.0689 Eh/bohr

natural (NBO) population analysis, charges in e, atoms 1 to 6: 0.46, -0.64, -0.55, -1.15, -0.58, -1.17

No. 4
# C3H6O3P2

An isolated molecule of C3H6O3P2 in a non-equilibrium geometry (ωB97M-V with the def2-TZVPD basis set, the OMol25 dataset).

```
! wB97M-V def2-TZVPD RIJCOSX def2/J DEFGRID3
* xyz 0 1
C 1.5949 0.7684 0.2635
C 0.0559 -1.4939 -0.4898
C -1.5072 0.7352 -0.0887
O 0.8350 0.8119 1.4561
O -0.0269 -1.4598 0.9532
O -0.7201 1.0559 -1.1790
P 0.7226 0.1940 -1.2999
P -0.4317 -0.1031 1.7478
H 1.6862 1.8098 -0.1056
H 2.5755 0.2975 0.3619
H 0.6787 -2.2526 -0.6648
H -0.9933 -1.8122 -0.9005
H -2.1602 1.5962 0.2549
H -2.3094 -0.1472 -0.3092
*
```

- Kohn-Sham gap: 9.28 eV
- HOMO energy: -8.4 eV
- Relative energy (zero: lowest compared OMol25 entry of this formula, charge and spin): 80.9 kJ/mol
- Max |F|: 0.0947 Eh/bohr

natural (NBO) population analysis, charges in e, atoms 1 to 6: -0.39, -0.34, -0.36, -0.83, -0.84, -0.79

Question: Look up the max |F| of the first one.
Answer: 0.1174 Eh/bohr